Entry 1:
# CH8NO2

A 3-piece molecular cluster, CH8NO2 overall in a non-equilibrium geometry (wB97M-V/def2-TZVPD, OMol25).

2S+1 ... 1
Energy ... -6744.294 eV
E_HOMO ... -15.953 eV
Max |F| ... 2.865 eV/Å
Net charge ... +1

Positions of all 12 atoms, in Å:
O -0.762 0.442 2.424
O 1.876 -0.388 -1.810
N -0.439 -0.720 -0.463
C -0.747 0.491 -0.331
H 0.266 -1.155 -1.083
H -0.602 0.562 3.351
H -1.682 0.657 2.261
H 2.214 -0.176 -2.663
H 2.469 -0.263 -1.055
H -1.535 0.854 0.301
H -0.667 -1.497 0.157
H -0.392 1.191 -1.088


Entry 2:
# C4H10S

A 2-piece molecular cluster, C4H10S overall (wB97M-V/def2-TZVPD, OMol25).

2S+1 ... 1
Energy ... -15144.417 eV
E_HOMO ... -9.128 eV
SMILES ... C=CC.CS
Max |F| ... 0.707 eV/Å
Net charge ... 0

Positions of all 15 atoms, in Å:
S 0.260 0.732 -2.511
C -0.343 -1.198 1.726
C -0.393 2.357 -2.088
C 0.476 -1.758 0.601
C 0.158 -0.836 2.899
H 1.200 -1.012 3.119
H -0.528 2.382 -1.012
H 0.279 3.147 -2.415
H 0.301 -1.208 -0.316
H 0.287 -2.818 0.467
H -0.473 -0.381 3.648
H -1.389 -1.031 1.495
H -1.354 2.544 -2.562
H -0.035 0.720 -3.816
H 1.555 -1.640 0.765


Entry 3:
# C3H2LiO3Tb

C3H2LiO3Tb as an isolated structure in a non-equilibrium geometry (wB97M-V/def2-TZVPD, OMol25).

2S+1 ... 7
Energy ... -31904.206 eV
E_HOMO (alpha / beta) ... -18.922 / -16.381 eV
Max |F| ... 6.090 eV/Å
Expectation value of S² ... 13.0000
Net charge ... +2

Positions of all 10 atoms, in Å:
Tb -2.176 0.186 0.530
O -1.128 -0.206 -1.595
O -0.442 -0.805 1.664
O -0.447 1.596 -0.715
C 0.528 -0.938 1.077
C -0.201 0.325 -1.098
C 1.233 -0.773 -0.090
Li -0.787 2.403 0.947
H 2.096 -0.121 -0.023
H 1.323 -1.668 -0.696


Entry 4:
# C14H22F14N2OPbS2SbSi2Te

C14H22F14N2OPbS2SbSi2Te as an isolated structure (wB97M-V/def2-TZVPD, OMol25).

2S+1 ... 2
Energy ... -114462.659 eV
E_HOMO (alpha / beta) ... -2.985 / -3.584 eV
Max |F| ... 0.644 eV/Å
Expectation value of S² ... 0.7661
Net charge ... -2

Positions of all 60 atoms, in Å:
Pb 0.608 -1.446 -0.098
Te 0.233 -3.555 -2.974
Sb 3.448 0.419 3.339
S -0.701 -2.584 1.951
S 2.594 -3.509 -1.104
Si -2.235 0.480 -1.494
Si 0.939 1.666 -1.911
F 0.727 -5.226 -2.217
F 4.826 0.656 2.072
F 2.030 0.204 4.578
F 1.273 -4.101 -4.415
F 2.294 -0.204 1.947
F 1.301 -1.952 -3.117
F -1.307 -1.540 6.262
F -1.297 -3.072 4.745
F -0.768 -2.440 -4.156
F 4.023 -1.342 3.682
F -3.075 -1.883 5.064
F 4.557 1.093 4.720
F 2.824 2.177 2.976
F -1.144 -4.703 -3.576
O -0.577 -2.954 -1.466
N 4.560 -1.761 -2.173
N -0.507 0.026 1.927
C 0.387 3.341 -1.248
C 1.255 1.840 -3.756
C 2.550 1.227 -1.082
C -0.392 0.365 -1.747
C -2.762 2.104 -0.701
C -1.260 -0.780 4.029
C -0.930 1.576 3.682
C -2.977 -0.901 -0.477
C -1.311 0.525 4.493
C -1.712 -1.834 5.000
C -0.838 -1.022 2.706
C -2.976 0.386 -3.221
C -0.524 1.261 2.398
C 3.747 -2.464 -1.742
H -0.437 3.764 -1.827
H 2.465 1.107 0.001
H -2.593 1.182 -3.864
H 0.362 2.177 -4.289
H 0.071 3.291 -0.204
H -2.708 -0.570 -3.679
H -2.773 -0.790 0.589
H -2.288 2.246 0.272
H -2.525 2.968 -1.324
H 3.268 2.034 -1.258
H 1.550 0.871 -4.166
H -4.063 -0.876 -0.617
H -0.927 2.597 4.034
H -3.844 2.087 -0.543
H 2.061 2.554 -3.948
H -0.190 2.033 1.714
H -0.214 -0.387 -2.525
H 1.230 4.035 -1.303
H -4.066 0.466 -3.186
H -1.629 0.709 5.511
H 2.990 0.313 -1.491
H -2.619 -1.882 -0.794